69
Properties=species:S:1:pos:R:3:forces:R:3 method="wB97M-V/def2-TZVPD" de_lowest_ev=2.482 e_tot_ev=-47330.4497 gap_ev=7.311 smiles="COC/C=C/C1=CC2=CC(=O)[C@@](C)(OC(=O)c3cnc4ccccc4n3)C(=O)C2=CN1CCCOC(C)C"
O 1.9586 -3.4686 -0.2727 -0.044 0.060 0.114
O -4.2970 3.9579 0.6280 0.193 0.105 0.241
O 1.8313 -0.3188 -0.9517 0.296 -0.046 0.075
O 2.6843 -1.1738 0.9313 -0.094 -0.174 0.423
O -7.7190 -1.9363 -0.8387 0.054 0.245 -0.142
O 0.7354 0.5725 1.6870 -0.042 -0.202 0.019
N -3.2269 -0.0359 0.6555 0.139 -0.263 0.070
N 5.6050 0.9818 -2.0913 -0.088 0.095 -0.276
N 5.0997 -0.2536 0.3739 -0.571 -0.154 0.000
C -3.2831 4.7332 -0.0107 0.189 0.316 -0.006
C -0.9702 -0.8050 0.8246 -0.656 0.244 -0.044
C 7.3937 -0.0149 0.9759 0.220 0.049 -0.007
C 7.9065 1.2224 -1.4937 0.217 -0.002 0.107
C -4.4130 1.7965 -0.4997 -0.090 0.381 0.384
C -0.3288 -2.9556 -0.1749 -0.434 -0.144 -0.111
C -5.3682 -2.0229 -1.5064 -0.151 0.202 0.232
C 8.6517 0.4107 0.6537 -0.162 -0.147 0.251
C -5.0789 3.1503 -0.2143 -0.068 -0.296 -0.240
C -1.9419 0.1283 1.0256 0.565 -0.264 0.171
C -3.5860 -1.1950 -0.0131 0.628 -0.587 -0.159
C 2.7722 -0.5240 -0.2148 -0.313 0.101 -0.341
C 1.0495 -2.7818 0.1569 0.145 0.182 0.023
C -7.8430 -2.9940 0.0827 0.002 -0.135 0.096
C 1.4139 -2.3372 2.5784 0.169 0.211 -0.229
C -4.9749 -1.3691 -0.4164 -0.388 -0.075 -0.237
C 8.9083 1.0304 -0.5828 -0.085 0.117 -0.300
C 1.3741 -1.6795 1.1947 0.226 -0.107 0.022
C -6.8114 -2.1995 -1.8811 -0.135 -0.024 -0.040
C 6.3381 0.1667 0.0585 0.257 0.336 -0.565
C -2.1439 4.9046 0.9887 -0.324 -0.196 -0.300
C 6.5988 0.7946 -1.1941 -0.080 -0.268 0.562
C -3.8431 6.0882 -0.4465 0.008 -0.462 0.060
C -2.6529 -2.1550 -0.2573 -0.345 0.245 0.038
C 4.4173 0.5618 -1.7610 -0.074 0.001 0.000
C -1.2823 -2.0284 0.1311 0.538 -0.007 -0.009
C 0.3961 -0.5089 1.2529 0.136 0.269 0.115
C 4.1566 -0.0647 -0.5154 0.600 0.084 0.120
C -4.1502 1.0661 0.8201 -0.369 0.567 -0.260
H 9.4657 0.2735 1.3503 0.034 -0.025 0.071
H -1.6840 1.0551 1.5183 -0.039 0.074 0.008
H -5.0903 0.7148 1.2513 0.096 0.030 0.058
H -4.6814 5.9572 -1.1274 -0.074 0.039 -0.081
H -0.5773 -3.8166 -0.7765 -0.048 -0.119 -0.041
H 2.1513 -3.1359 2.5638 0.001 -0.083 -0.027
H 7.1716 -0.4939 1.9164 -0.024 -0.050 0.101
H 9.9135 1.3553 -0.8080 0.062 0.034 -0.044
H 0.4365 -2.7458 2.8241 -0.077 -0.043 0.025
H -2.9548 -3.0608 -0.7583 -0.124 -0.077 0.006
H -2.5276 5.3514 1.9018 -0.028 0.083 0.114
H -6.0193 2.9884 0.3213 -0.019 0.026 -0.129
H 3.6152 0.7038 -2.4718 -0.095 -0.025 0.003
H -3.4592 1.9580 -1.0073 0.015 -0.037 -0.053
H -2.9112 4.1964 -0.8957 -0.045 0.002 0.082
H -8.5527 -2.6622 0.8377 0.024 -0.083 0.033
H -6.8864 -3.2348 0.5593 -0.050 0.000 0.011
H -5.0537 1.2056 -1.1548 0.025 -0.016 -0.062
H 1.7019 -1.5962 3.3204 -0.023 0.061 0.054
H -4.6565 -2.4324 -2.2082 0.218 -0.004 -0.076
H -3.0737 6.6661 -0.9505 0.069 0.097 -0.079
H -5.7388 -0.9423 0.2189 -0.117 -0.010 0.043
H -8.2295 -3.8965 -0.4061 0.006 0.031 0.023
H -4.1895 6.6381 0.4247 -0.028 0.075 0.101
H -3.7103 1.7824 1.5179 -0.031 -0.203 -0.019
H -1.3747 5.5480 0.5720 0.110 0.078 -0.014
H -6.9641 -3.2150 -2.2783 -0.004 0.097 0.003
H -1.6992 3.9432 1.2319 0.076 -0.092 0.050
H 8.0830 1.6946 -2.4476 0.009 0.046 -0.094
H -7.0615 -1.4896 -2.6796 0.059 -0.160 0.009
H -5.3023 3.6575 -1.1608 -0.049 -0.002 0.070